Record 1
{
  "formula": "C9H11N3",
  "method": "the ωB97M-V functional and the def2-TZVPD basis",
  "smiles": "c1ccncc1.CC#N.CC#N",
  "orbital_gap_ev": 9.97,
  "energy_ha": -513.76411,
  "e_above_lowest_kcal_mol": 47.62,
  "homo_energy_ev": -9.443,
  "largest_force_ev_per_a": 3.195,
  "elements": ["C", "C", "C", "N", "C", "C", "H", "H", "H", "H", "H", "C", "C", "N", "H", "H", "H", "C", "C", "N", "H", "H", "H"],
  "positions_angstrom": [[2.706596, 1.096394, -0.901967], [3.167072, 0.733690, 0.352767], [2.227226, 0.668435, 1.402005], [0.921292, 0.836007, 1.289379], [0.526845, 1.255305, 0.009098], [1.394130, 1.446606, -1.033848], [3.483670, 1.200149, -1.687159], [4.228790, 0.744320, 0.538848], [2.525801, 0.439086, 2.401693], [-0.518168, 1.494832, -0.182211], [0.977329, 1.835539, -1.983973], [-3.747258, 0.814482, -0.603306], [-2.652059, 0.143804, -1.339628], [-1.803125, -0.470455, -1.837786], [-3.552737, 0.666797, 0.494255], [-4.741771, 0.457140, -0.737858], [-3.762256, 1.943409, -0.703369], [-0.595462, -2.498581, 1.076688], [0.539309, -2.604472, 0.155250], [1.416562, -2.749270, -0.598249], [-0.814572, -3.466282, 1.598114], [-1.437746, -2.224989, 0.449103], [-0.489466, -1.761936, 1.842158]],
  "forces_ev_per_a": [[2.264, 0.111, 0.213], [-0.877, 0.815, 0.307], [0.362, -0.357, -0.333], [-0.832, 1.009, -2.915], [0.246, -0.366, 2.046], [-1.333, 0.114, -1.427], [-0.953, -0.011, 0.293], [0.078, -0.599, 0.168], [0.506, -0.187, 0.512], [0.139, -0.217, 0.534], [0.398, -0.387, 0.642], [1.292, 1.582, 1.720], [-0.002, -0.633, -0.310], [-1.095, 0.937, 0.583], [0.017, 0.012, -0.923], [-0.501, -0.561, -0.735], [0.222, -1.363, -0.330], [-0.399, -1.212, -0.274], [1.639, -0.417, -0.851], [-1.603, 0.364, 1.411], [0.311, 0.690, -0.714], [-0.330, -0.014, 0.090], [0.450, 0.692, 0.292]]
}

Record 2
{
  "formula": "C9H11N3",
  "method": "the ωB97M-V functional and the def2-TZVPD basis",
  "smiles": "[H]\\N=C1C\\C=N/C=C/C=C\\N=C\\1C",
  "orbital_gap_ev": 6.88,
  "energy_ha": -513.63594,
  "e_above_lowest_kcal_mol": 128.05,
  "homo_energy_ev": -7.183,
  "largest_force_ev_per_a": 3.973,
  "elements": ["H", "N", "C", "C", "C", "N", "C", "C", "C", "C", "N", "C", "C", "H", "H", "H", "H", "H", "H", "H", "H", "H", "H"],
  "positions_angstrom": [[0.132994, 1.652538, 1.924249], [-0.832838, 1.205594, 1.760717], [-0.923026, 0.839071, 0.546242], [-2.153046, 0.200331, 0.152237], [-2.017757, -1.291528, 0.102906], [-0.935781, -1.866005, -0.177816], [0.271070, -1.330107, -0.277348], [1.156611, -1.451804, 0.771905], [2.269374, -0.672607, 0.887906], [2.252136, 0.644704, 0.421079], [1.261104, 1.363659, 0.085490], [0.103744, 0.939120, -0.474244], [-0.039990, 0.972428, -1.999029], [-2.490401, 0.631072, -0.760410], [-2.870051, 0.294613, 0.921989], [-2.933747, -1.964699, 0.213786], [0.851187, -1.406033, -1.142724], [0.936526, -2.208515, 1.547044], [2.990942, -0.828977, 1.726763], [3.084944, 1.173247, 0.924275], [0.194967, 0.081219, -2.432937], [0.731018, 1.737449, -2.469527], [-1.039971, 1.285229, -2.252552]],
  "forces_ev_per_a": [[-1.749, -0.734, -0.278], [2.211, 0.927, 0.895], [-0.176, 1.609, 0.261], [-0.878, -1.410, 0.200], [-0.422, -1.149, -1.447], [-2.413, -2.463, 0.393], [0.796, 2.820, -0.139], [1.275, -1.169, 2.401], [-0.299, -1.972, 0.846], [1.773, 2.003, 1.292], [0.229, 1.069, -0.773], [1.462, -2.388, 0.032], [1.224, 3.659, 0.946], [-0.734, -0.037, -0.916], [-0.978, 0.945, 0.780], [1.134, 1.132, -0.045], [-0.001, 0.076, -2.006], [0.099, 0.462, -0.278], [-0.677, -0.071, -0.970], [-0.251, 0.348, -0.807], [0.344, -2.481, -1.252], [-1.684, -1.272, 1.183], [-0.287, 0.094, -0.317]]
}

Record 3
{
  "formula": "C9H11N3",
  "method": "the ωB97M-V functional and the def2-TZVPD basis",
  "smiles": "C[C@@H]1C=c2ncccc2=NN1C",
  "orbital_gap_ev": 7.47,
  "energy_ha": -513.69053,
  "e_above_lowest_kcal_mol": 93.79,
  "homo_energy_ev": -7.671,
  "largest_force_ev_per_a": 4.875,
  "elements": ["C", "C", "C", "C", "N", "C", "C", "C", "C", "N", "N", "C", "H", "H", "H", "H", "H", "H", "H", "H", "H", "H", "H"],
  "positions_angstrom": [[-1.446082, 0.982942, -1.413893], [-1.225308, 0.674065, 0.072221], [0.020449, 1.328237, 0.538513], [1.210845, 0.746593, 0.210975], [2.487036, 1.407320, 0.336725], [3.572371, 0.763968, 0.206315], [3.656234, -0.662419, -0.184577], [2.491080, -1.334715, -0.322352], [1.251929, -0.690702, -0.104998], [0.273209, -1.481984, 0.138597], [-0.967861, -0.796967, 0.321379], [-2.055682, -1.565731, 0.856654], [-0.519822, 1.523104, -1.713561], [-2.495621, 1.395923, -1.673903], [-1.368529, 0.084478, -2.048387], [-2.086446, 0.996714, 0.604957], [-0.105305, 2.212046, 1.142071], [4.549250, 1.409006, 0.087166], [4.611169, -1.099281, -0.290583], [2.557103, -2.401597, -0.559065], [-2.809076, -1.865630, 0.084164], [-1.563935, -2.474789, 1.335084], [-2.811197, -0.934124, 1.476055]],
  "forces_ev_per_a": [[-0.557, -0.231, -1.242], [1.603, -1.873, -1.148], [0.895, -0.291, 0.204], [1.007, 0.214, 0.465], [-1.845, 0.500, 0.599], [1.894, 0.106, -1.910], [-1.448, 1.263, 0.741], [2.512, -0.517, -0.218], [0.027, 0.979, 0.254], [-4.631, 1.510, 0.193], [1.147, -0.135, 0.113], [-1.218, -0.674, 0.329], [-1.301, 0.533, -0.288], [2.031, -0.022, 0.458], [-0.144, -0.109, 0.504], [-0.611, -0.120, 0.875], [0.552, 0.396, -0.191], [-1.811, -1.291, 0.778], [0.781, -0.516, -0.206], [-0.509, 0.392, 0.042], [0.931, -0.338, -0.011], [-1.302, 1.170, -0.246], [1.997, -0.947, -0.093]]
}

Record 4
{
  "formula": "C9H11NO2",
  "method": "the ωB97M-V functional and the def2-TZVPD basis",
  "smiles": "NC[C@@H]1Cc2c1ccc(O)c2O",
  "orbital_gap_ev": 8.54,
  "energy_ha": -554.71306,
  "e_above_lowest_kcal_mol": 61.65,
  "homo_energy_ev": -8.055,
  "largest_force_ev_per_a": 3.590,
  "elements": ["N", "C", "C", "C", "C", "C", "C", "C", "C", "O", "C", "O", "H", "H", "H", "H", "H", "H", "H", "H", "H", "H", "H"],
  "positions_angstrom": [[2.759076, -0.884704, 1.125272], [2.812997, 0.031002, 0.020926], [1.476170, 0.385363, -0.644902], [0.668284, 1.615720, -0.239961], [-0.521701, 0.699782, -0.027808], [0.235476, -0.470942, -0.441129], [-0.447010, -1.690626, -0.414557], [-1.790401, -1.763541, -0.196031], [-2.525021, -0.575555, 0.067164], [-3.815637, -0.727191, 0.282191], [-1.855440, 0.683728, 0.164338], [-2.667587, 1.784614, 0.411543], [2.366408, -0.334938, 1.931496], [2.027092, -1.580704, 0.907514], [3.263053, 0.993111, 0.213500], [3.539666, -0.396261, -0.746718], [1.626379, 0.525141, -1.741143], [0.920537, 2.139641, 0.702327], [0.594381, 2.386760, -1.030067], [0.117836, -2.655807, -0.510123], [-2.317488, -2.813924, -0.142678], [-4.297542, 0.120366, 0.212627], [-2.169524, 2.528976, 0.096224]],
  "forces_ev_per_a": [[-1.141, 0.755, 1.635], [0.811, -0.319, -2.383], [0.690, -0.789, -1.807], [-0.772, 1.319, 1.285], [1.937, -1.499, -1.952], [-2.736, 1.444, 1.822], [3.297, -1.226, -0.581], [-2.258, -0.526, 0.840], [2.480, -0.655, -0.270], [-2.274, 0.661, 0.145], [-2.057, -0.920, 0.036], [0.180, -0.869, 0.076], [0.477, -1.026, -0.776], [0.571, 0.380, 0.273], [0.372, 0.201, 0.870], [-1.098, 0.271, 0.654], [0.265, -0.377, 0.548], [0.381, -0.288, -0.388], [-0.121, -0.357, 0.314], [-0.578, 0.938, -0.241], [0.961, 2.460, -0.174], [0.475, -0.401, 0.173], [0.135, 0.825, -0.103]]
}